CH2F2IN3 | the ωB97M-V functional and the def2-TZVPD basis

Its net charge is 0. The energy relative to the best compared isomer or geometry (same formula, charge and spin) is 0.0000 eV. The frontier orbital gap (spin up / spin down) comes out at 9.0 / 6.4 eV. Its calculated total energy is -19071.4918 eV. The multiplicity is 1.

The geometry in XYZ format:
```
9
Properties=species:S:1:pos:R:3:forces:R:3:mulliken_charge:R:1
C -0.276 -0.188 0.190 1.41 0.01 0.21 0.42
N 3.127 -1.168 0.117 -5.82 -1.91 0.22 -0.14
F -3.089 0.789 -0.593 -0.31 -0.31 -0.45 -0.38
N 1.993 -1.236 0.159 4.74 -0.53 -0.20 0.04
F -0.787 -0.957 -0.729 -1.05 -0.41 -0.72 -0.19
N -0.578 0.690 0.941 -0.61 1.10 0.84 -0.42
H -1.446 1.199 1.098 -0.07 -0.34 -0.28 0.29
H -3.377 0.204 -1.263 0.21 0.35 0.42 0.38
I 4.433 0.668 0.080 1.49 2.04 -0.05 0.00
```
Forces are in eV/Å.